one:
Molecular formula: C4H8FN
Method: DFT, the ωB97M-V functional and the def2-TZVPD basis

Computed properties:
LUMO: 0.0395 Ha
SMILES: FCC1CNC1
highest occupied orbital energy: -0.3479 Ha
HOMO-LUMO gap: 10.5 eV

Geometry (Å):
C  0.548  -0.666  1.140
C  0.349  0.352  0.013
C  0.458  -0.399  -1.509
C  -1.072  0.632  -0.379
H  -0.181  -1.486  1.074
H  1.590  -0.994  1.085
H  0.965  1.218  -0.003
H  0.352  -1.434  -1.463
H  1.362  -0.102  -2.075
H  -1.387  -0.226  -2.287
H  -1.337  1.768  -0.330
H  -1.788  -0.071  0.049
N  -0.791  0.418  -1.871
F  0.473  -0.124  2.385

two:
Molecular formula: C4H8FN
Method: DFT, the ωB97M-V functional and the def2-TZVPD basis

Computed properties:
LUMO: 0.0282 Ha
highest occupied orbital energy: -0.3713 Ha
HOMO-LUMO gap: 10.9 eV

Geometry (Å):
C  0.885  0.163  -1.108
C  -0.474  0.281  -0.403
C  -0.112  -0.087  1.044
C  0.916  -0.620  1.614
H  0.897  -0.799  -1.741
H  0.801  1.258  -2.056
H  1.797  0.661  -0.519
H  -0.757  1.229  -0.242
H  -2.019  0.327  -1.485
H  -2.119  -0.361  0.005
H  1.021  -0.610  2.668
H  1.928  -0.853  1.202
N  -1.527  -0.552  -0.941
F  -1.238  -0.036  1.963

one takes first place; second place is 0.0804 hartree up.

one:
Molecular formula: C5H8O4
Method: DFT, the ωB97M-V functional and the def2-TZVPD basis

Computed properties:
LUMO: 0.0198 Ha
SMILES: C=C(O)OO.CC#CO
highest occupied orbital energy: -0.3296 Ha
HOMO-LUMO gap: 9.5 eV

Geometry (Å):
C  2.945  -0.876  -0.077
C  1.555  1.308  -0.636
C  2.179  0.315  -0.389
C  -2.270  -0.275  0.637
C  -1.109  -0.434  1.247
O  -2.472  0.225  -0.641
O  -1.313  0.676  -1.281
O  0.913  2.414  -0.910
O  -3.468  -0.610  1.151
H  -0.930  -0.103  -1.716
H  -0.036  2.239  -0.968
H  -4.161  -0.348  0.530
H  2.476  -1.425  0.740
H  3.953  -0.595  0.226
H  3.011  -1.528  -0.948
H  -0.181  -0.143  0.793
H  -1.092  -0.839  2.239

two:
Molecular formula: C5H8O4
Method: DFT, the ωB97M-V functional and the def2-TZVPD basis

Computed properties:
LUMO (spin up / spin down): 0.0164 / 0.0164 Ha
highest occupied orbital energy (spin up / spin down): -0.2988 / -0.2988 Ha
HOMO-LUMO gap (spin up / spin down): 8.6 / 8.6 eV

Geometry (Å):
C  -0.335  0.377  -0.062
C  -1.287  -1.104  1.034
C  1.995  1.094  -0.107
C  -2.229  -1.800  0.418
C  2.588  0.979  -1.272
O  0.729  -0.114  0.474
O  -0.623  0.135  -1.356
O  -0.810  1.558  0.355
O  -1.037  -1.161  2.352
H  -0.333  -0.763  -1.571
H  -1.114  2.074  -0.406
H  -0.267  -0.615  2.554
H  2.324  1.670  0.749
H  -2.501  -1.604  -0.606
H  -2.843  -2.508  0.966
H  3.570  1.409  -1.450
H  2.172  0.374  -2.071

two takes first place; second place is 0.0116 hartree up.

one:
Molecular formula: C4H9N3O2
Method: DFT, the ωB97M-V functional and the def2-TZVPD basis

Computed properties:
LUMO: 0.0279 Ha
SMILES: [H]/N=C\N(CC)O/C=N\O
highest occupied orbital energy: -0.3520 Ha
HOMO-LUMO gap: 10.3 eV

Geometry (Å):
C  1.533  -1.283  -0.330
C  0.808  -0.285  0.500
C  -1.088  2.137  -0.245
C  -1.713  -0.961  0.766
H  1.006  -2.247  -0.166
H  2.664  -1.215  0.054
H  1.492  -0.835  -1.388
H  1.473  0.524  0.389
H  0.992  -0.634  1.599
H  -1.844  3.033  -0.250
H  0.968  1.747  -2.396
H  -2.658  -0.335  0.820
H  -0.508  -2.290  1.307
N  -0.664  -0.116  0.187
N  -0.452  2.332  -1.284
N  -1.450  -2.073  1.383
O  -1.108  1.194  0.716
O  0.550  1.308  -1.663

two:
Molecular formula: C4H9N3O2
Method: DFT, the ωB97M-V functional and the def2-TZVPD basis

Computed properties:
LUMO: 0.0315 Ha
SMILES: [H]/N=C\OC(N)(N)C(C)=O
highest occupied orbital energy: -0.3565 Ha
HOMO-LUMO gap: 10.6 eV

Geometry (Å):
C  0.534  -1.437  1.386
C  0.603  -0.983  -0.054
C  0.753  1.798  0.195
N  1.199  2.338  1.268
O  1.451  -1.438  -0.825
H  0.524  2.178  2.022
H  1.261  1.859  -0.774
H  1.076  -2.380  1.497
H  -0.495  -1.603  1.711
H  0.987  -0.678  2.027
C  -0.537  0.045  -0.569
N  -0.434  0.233  -1.989
N  -1.831  -0.544  -0.439
O  -0.475  1.221  0.199
H  -2.312  -0.370  -1.319
H  0.529  0.482  -2.215
H  -0.514  -0.697  -2.406
H  -2.319  -0.022  0.286

two takes first place; second place is 0.1856 hartree up.

one:
Molecular formula: C3H3O2Pr
Method: DFT, the ωB97M-V functional and the def2-TZVPD basis

Computed properties:
2S+1: 4
LUMO (spin up / spin down): -0.1903 / -0.1913 Ha
⟨S²⟩: 3.75
charge: +1
highest occupied orbital energy (spin up / spin down): -0.4092 / -0.4100 Ha
HOMO-LUMO gap (spin up / spin down): 6.0 / 5.9 eV

Geometry (Å):
C  -0.829  -0.604  -0.190
C  -1.237  0.724  -0.091
H  -1.100  1.400  -0.939
H  -1.412  -1.488  0.062
H  -1.928  1.035  0.698
O  1.504  -1.352  -0.218
C  0.582  -0.548  0.115
O  0.902  0.728  0.235
Pr  3.518  0.106  0.328

two:
Molecular formula: C3H3O2Pr
Method: DFT, the ωB97M-V functional and the def2-TZVPD basis

Computed properties:
2S+1: 4
LUMO (spin up / spin down): -0.2009 / -0.2016 Ha
⟨S²⟩: 3.75
charge: +1
highest occupied orbital energy (spin up / spin down): -0.3905 / -0.3912 Ha
HOMO-LUMO gap (spin up / spin down): 5.2 / 5.2 eV

Geometry (Å):
C  0.586  -2.476  1.626
C  -0.040  -1.450  0.738
H  -0.983  -0.994  1.077
H  0.153  -2.814  2.568
H  0.671  -0.726  0.309
O  0.296  -4.565  -0.201
C  0.215  -3.501  0.476
O  -0.364  -2.438  -0.285
Pr  -0.840  -4.156  -2.288

one takes first place; second place is 0.0136 hartree up.